Molecular formula: CH5N4O3
Method: DFT, wB97M-V/def2-TZVPD

Structure (XYZ):
```
13
Properties=species:S:1:pos:R:3:forces:R:3:lowdin_charge:R:1
C -0.106 -1.606 0.641 -1.37 0.35 -2.25 -0.287
N -1.028 -1.064 0.028 -2.07 -0.86 0.46 0.076
N 0.706 -2.128 1.318 1.07 -1.65 1.42 0.234
N 2.361 0.266 -0.287 0.12 -0.55 -0.78 -0.422
N -1.048 -0.317 -1.168 2.42 -0.02 0.61 0.201
O 3.395 -0.079 0.481 1.11 -1.27 2.21 0.141
O 2.673 0.740 -1.339 -0.28 0.01 0.65 0.175
O 1.228 0.010 0.095 0.98 1.45 -0.29 -0.014
H 0.851 -3.136 1.305 -0.04 0.18 0.17 0.131
H 3.231 -0.700 1.314 -0.73 1.84 -2.39 0.223
H -1.617 0.489 -0.897 0.47 0.44 -0.62 0.193
H -1.391 -0.708 -2.040 -0.98 -1.09 0.27 0.184
H -0.039 -0.150 -1.418 -0.71 1.17 0.53 0.167
```
Positions in Å, forces in eV/Å.

Computed properties:
* energy relative to the best compared isomer or geometry (same formula, charge and spin): 38.37 kcal/mol
* Kohn-Sham gap: 11.30 eV
* total charge: +1

=====

Molecular formula: CH5N7
Method: DFT, wB97M-V/def2-TZVPD

Structure (XYZ):
```
13
Properties=species:S:1:pos:R:3:forces:R:3:lowdin_charge:R:1
C 0.051 -0.514 -0.474 -5.48 2.40 -7.36 -0.442
H -1.386 1.068 -2.119 -0.52 0.79 0.75 0.082
H -2.332 0.099 -1.291 1.60 2.93 1.22 0.152
H 1.435 -1.379 2.005 0.09 -0.67 -0.97 0.095
H 2.708 -1.062 1.010 -3.32 -0.42 -0.76 0.162
H 0.391 -2.038 -1.353 0.55 -1.56 -0.47 -0.001
N -1.778 1.111 -1.146 -0.33 -3.39 -2.12 0.042
N -0.614 0.818 -0.412 0.23 -1.33 1.02 -0.185
N -0.377 1.407 0.790 0.34 -2.62 0.51 0.056
N 0.424 0.632 1.453 -0.59 1.64 -2.84 0.077
N 0.774 -0.409 0.534 3.34 0.63 5.53 -0.209
N 1.618 -1.378 0.975 3.56 -0.26 2.64 0.069
N -0.206 -1.267 -1.538 0.54 1.85 2.85 0.103
```
Positions in Å, forces in eV/Å.

Computed properties:
* energy relative to the best compared isomer or geometry (same formula, charge and spin): 19.44 kcal/mol
* Kohn-Sham gap: 9.58 eV
* total charge: 0